No. 1
{
  "formula": "C2H6N3S",
  "method": "the ωB97M-V functional and the def2-TZVPD basis",
  "symbols": ["C", "C", "N", "N", "N", "S", "H", "H", "H", "H", "H", "H"],
  "positions_angstrom": [[-1.5818, -0.5609, -0.6729], [0.0101, -0.9849, 0.8775], [-0.9228, -1.4358, -0.0995], [0.1887, 0.4939, 0.7673], [1.2241, 1.0612, -0.3600], [-1.3421, 1.1027, 0.1127], [-2.3186, -0.4852, -1.4321], [-0.5450, -1.2712, 1.7544], [1.0119, -1.4553, 0.7002], [0.7823, 1.8967, -0.6452], [1.3560, 0.4011, -1.0553], [2.1372, 1.2378, 0.0529]],
  "atomic_forces_ev_per_a": [[0.237, 2.625, 0.942], [1.768, 0.571, -1.192], [-0.317, -1.695, -1.433], [-0.140, -0.681, 1.439], [2.136, -0.483, 2.179], [-2.335, 0.435, -0.740], [-0.625, -0.950, -0.573], [0.871, 0.071, 1.239], [-1.025, 0.053, 0.691], [-0.484, 1.271, -0.670], [0.019, -1.448, -2.195], [-0.105, 0.230, 0.314]],
  "lumo_energy_ev": [-3.92, -7.93],
  "homo_energy_ev": [-10.483, -15.065],
  "charge": 1,
  "multiplicity": 3,
  "s_squared": 2.017
}

***

No. 2
{
  "formula": "C2H6N3S2",
  "method": "the ωB97M-V functional and the def2-TZVPD basis",
  "symbols": ["C", "C", "N", "N", "N", "S", "S", "H", "H", "H", "H", "H", "H"],
  "positions_angstrom": [[-0.5909, -0.7239, -0.2284], [3.2544, -0.0555, 0.2783], [-1.7289, -0.9255, 0.5360], [1.1301, 0.7780, -0.9478], [0.1585, 0.3565, -0.1218], [3.2437, -1.5232, 0.7103], [3.3427, 1.5197, -0.1579], [-0.5624, -1.0831, -1.2024], [-2.6309, -1.3483, 0.2753], [-1.7712, -0.2274, 1.3278], [1.1007, 0.3208, -1.8582], [0.0578, 0.9063, 0.7878], [4.6572, 1.7039, 0.3736]],
  "atomic_forces_ev_per_a": [[-2.409, 1.877, 0.494], [-0.581, -0.489, -0.339], [1.275, 1.590, 1.568], [0.922, 0.292, 0.732], [-0.507, -0.395, 1.917], [-0.064, 0.952, -0.210], [1.478, 0.376, 0.543], [0.177, -1.608, -1.401], [1.257, 0.233, -0.248], [-0.455, -1.483, -1.178], [-0.436, -0.313, 0.236], [0.390, -0.695, -1.768], [-1.046, -0.337, -0.345]],
  "lumo_energy_ev": [-5.13, -5.13],
  "homo_energy_ev": [-11.577, -11.580],
  "charge": 1,
  "multiplicity": 1
}

***

No. 3
{
  "formula": "C2H6N4",
  "method": "the ωB97M-V functional and the def2-TZVPD basis",
  "symbols": ["N", "N", "C", "C", "N", "N", "H", "H", "H", "H", "H", "H"],
  "positions_angstrom": [[-1.7914, -1.1429, 0.0624], [-2.0941, 0.1780, -0.0525], [-1.1164, 1.0419, 0.0051], [0.3280, 0.7884, 0.0393], [0.9014, -0.3634, 0.0431], [2.2637, -0.3900, -0.1279], [-2.5592, -1.7398, -0.2436], [-0.8339, -1.4555, -0.1012], [-1.4420, 2.0824, 0.0388], [0.9210, 1.6963, -0.1151], [2.7397, 0.4701, 0.1118], [2.6833, -1.1655, 0.3398]],
  "atomic_forces_ev_per_a": [[-0.524, 0.299, -0.348], [1.280, -0.044, 0.360], [-0.795, -0.960, 0.182], [-0.033, -0.076, -0.593], [-0.386, 0.374, 0.265], [-0.196, 0.362, -0.287], [0.541, 0.392, 0.146], [-0.227, 0.202, 0.001], [0.194, -0.263, -0.184], [0.173, -0.033, 0.232], [-0.020, 0.216, 0.021], [-0.007, -0.468, 0.206]],
  "lumo_energy_ev": 0.75,
  "homo_energy_ev": -8.185,
  "multiplicity": 1
}

***

No. 4
{
  "formula": "C2H6N4",
  "method": "the ωB97M-V functional and the def2-TZVPD basis",
  "symbols": ["H", "N", "C", "N", "N", "C", "N", "H", "H", "H", "H", "H"],
  "positions_angstrom": [[1.8213, -1.7332, 0.1815], [2.1911, -0.7524, 0.0933], [1.3721, 0.2105, -0.0337], [-0.0079, 0.3019, -0.0858], [-0.5965, 1.5280, 0.0500], [-0.8318, -0.8101, -0.0516], [-2.0840, -0.6972, 0.0876], [-2.5258, -1.6367, 0.0683], [1.6850, 1.2455, -0.0797], [-0.3780, 1.9764, 0.8979], [-0.3787, 2.1113, -0.7433], [-0.2669, -1.7440, -0.3844]],
  "atomic_forces_ev_per_a": [[0.068, 1.527, -0.154], [-0.452, -0.614, -0.073], [0.226, -0.320, 0.288], [-0.041, -1.462, 0.295], [-0.659, 0.463, -1.204], [0.187, -0.934, -1.388], [-0.207, -1.191, 0.483], [0.394, 0.799, -0.172], [0.999, 0.081, -0.059], [0.324, 0.500, 1.152], [-0.091, 0.136, -0.032], [-0.747, 1.016, 0.864]],
  "lumo_energy_ev": 0.86,
  "homo_energy_ev": -9.336,
  "multiplicity": 1
}

***

No. 5
{
  "formula": "C2H6N4",
  "method": "the ωB97M-V functional and the def2-TZVPD basis",
  "symbols": ["H", "N", "N", "C", "H", "H", "H", "N", "C", "N", "H", "H"],
  "positions_angstrom": [[-1.4303, -1.8861, 0.0480], [-0.5265, -1.4705, 0.5488], [-0.2724, -0.2934, 0.2162], [-0.9023, 0.3705, -0.8407], [-1.6886, -0.2239, -1.1909], [-1.0062, 1.3629, -0.5111], [-0.2667, 0.4496, -1.6986], [2.9285, 1.1467, -1.2771], [2.4736, 0.3428, -0.4785], [2.2526, -0.7495, -0.0070], [3.0920, 2.1266, -1.0540], [1.8136, -1.2225, 0.7833]],
  "atomic_forces_ev_per_a": [[1.683, 0.834, 0.328], [-1.712, 1.343, -0.908], [0.883, -2.535, 1.714], [0.470, -0.432, -0.370], [-2.221, -0.314, -0.481], [-1.133, 1.330, 0.190], [1.091, -0.090, -0.333], [-0.333, 1.690, -0.100], [0.673, -2.415, 0.232], [0.517, 0.364, 0.681], [-0.053, -0.558, -0.082], [0.134, 0.783, -0.870]],
  "lumo_energy_ev": 0.72,
  "homo_energy_ev": -8.941,
  "multiplicity": 1
}

***

No. 6
{
  "formula": "C2H6N4",
  "method": "the ωB97M-V functional and the def2-TZVPD basis",
  "symbols": ["C", "N", "N", "N", "C", "N", "H", "H", "H", "H", "H", "H"],
  "positions_angstrom": [[-0.4344, 0.5511, -2.2864], [0.2400, 0.5914, -0.9925], [-0.4792, 1.0795, -0.0779], [0.1846, 0.8952, 1.1011], [0.0446, -0.3686, 1.4281], [0.7234, -0.9490, 2.4523], [-0.0042, -0.2579, -2.8833], [-0.2826, 1.4928, -2.8207], [-1.5123, 0.3724, -2.1934], [-0.8193, -0.9714, 1.1012], [1.5849, -0.4758, 2.7000], [0.7545, -1.9596, 2.4715]],
  "atomic_forces_ev_per_a": [[-0.323, 0.226, -0.284], [-1.515, 0.329, 0.584], [1.032, -0.444, -2.260], [0.048, -2.503, 1.339], [-0.549, 1.672, 0.713], [0.525, 0.192, 0.117], [0.070, 0.175, 0.176], [0.057, -0.059, 0.003], [0.172, 0.139, 0.081], [0.694, 0.195, -0.576], [-0.148, -0.253, 0.056], [-0.063, 0.331, 0.051]],
  "lumo_energy_ev": 1.03,
  "homo_energy_ev": -8.897,
  "multiplicity": 1
}

***

What are the ΔE to the lowest compared entry with this formula, charge and spin values for these records? In order: 2.927 4.465 2.632 2.269 3.791 2.880 eV.
What are the max |F| values for these records? In order: 0.06009 0.06016 0.02588 0.03274 0.06193 0.05522 hartree/bohr.